# 1
{
  "formula": "CH2FIO2S",
  "method": "the ωB97M-V functional and the def2-TZVPD basis",
  "total_energy_ha": -985.4111,
  "e_lumo_ev": [-3.5, -3.5],
  "molar_mass_da": 224.0,
  "homo_lumo_gap_ev": [6.0, 6.0],
  "total_charge": 0,
  "symbols": ["C", "O", "O", "F", "S", "I", "H", "H"],
  "positions_angstrom": [[1.051, -0.285, 0.190], [-0.678, 1.121, -1.318], [-0.906, 1.264, 1.203], [1.263, -0.966, -0.927], [-0.620, 0.545, -0.047], [-3.254, -1.449, -0.437], [1.753, 0.557, 0.228], [1.391, -0.787, 1.108]]
}

***

# 2
{
  "formula": "CH2FN5",
  "method": "the ωB97M-V functional and the def2-TZVPD basis",
  "total_energy_ha": -412.6489,
  "e_lumo_ev": [-2.2, -2.8],
  "molar_mass_da": 103.1,
  "homo_lumo_gap_ev": [8.1, 7.4],
  "total_charge": 0,
  "symbols": ["C", "N", "N", "N", "N", "N", "F", "H", "H"],
  "positions_angstrom": [[-1.016, -0.611, -2.471], [-0.811, -0.739, -3.593], [-1.372, -0.428, -1.174], [-0.417, -0.224, -0.374], [1.711, 0.441, 1.311], [-0.190, 0.136, 0.693], [-0.901, -0.002, 1.977], [1.623, 0.001, 2.288], [1.373, 1.426, 1.343]]
}

***

# 3
{
  "formula": "CH2FNO",
  "method": "the ωB97M-V functional and the def2-TZVPD basis",
  "total_energy_ha": -269.0623,
  "e_lumo_ev": 1.2,
  "molar_mass_da": 63.0,
  "homo_lumo_gap_ev": 11.3,
  "total_charge": 0,
  "smiles": "F[C@@H]1NO1",
  "symbols": ["F", "C", "N", "O", "H", "H"],
  "positions_angstrom": [[-1.577, -0.207, -0.244], [-0.414, -0.254, 0.394], [0.686, 0.008, -0.409], [0.321, -1.334, -0.047], [-0.611, -0.171, 1.506], [0.486, 0.073, -1.425]]
}

***

# 4
{
  "formula": "CH2FNO",
  "method": "the ωB97M-V functional and the def2-TZVPD basis",
  "multiplicity": 3,
  "total_energy_ha": -268.9545,
  "e_lumo_ev": [0.3, -4.3],
  "molar_mass_da": 63.0,
  "homo_lumo_gap_ev": [7.7, 7.8],
  "total_charge": 0,
  "symbols": ["C", "N", "O", "F", "H", "H"],
  "positions_angstrom": [[-0.871, 0.083, 0.002], [-1.999, -0.346, -0.084], [0.161, 0.635, 0.124], [3.111, 0.001, -0.004], [-3.221, -1.223, 0.199], [2.819, 0.850, -0.235]]
}

***

# 5
{
  "formula": "CH2FNO3S",
  "method": "the ωB97M-V functional and the def2-TZVPD basis",
  "total_energy_ha": -817.7505,
  "e_lumo_ev": 0.6,
  "molar_mass_da": 127.1,
  "homo_lumo_gap_ev": 11.3,
  "total_charge": 0,
  "symbols": ["C", "N", "O", "O", "O", "F", "S", "H", "H"],
  "positions_angstrom": [[0.474, -0.700, 0.889], [-0.704, -0.335, 1.084], [1.032, -0.228, -0.152], [0.121, 1.995, -0.369], [-1.319, 0.213, -1.237], [0.740, 0.570, -2.297], [-0.088, 0.716, -0.842], [1.143, -1.265, 1.499], [-1.400, -0.966, 1.425]]
}

***

# 6
{
  "formula": "CH2FO4S",
  "method": "the ωB97M-V functional and the def2-TZVPD basis",
  "total_energy_ha": -838.3567,
  "e_lumo_ev": 4.0,
  "molar_mass_da": 129.1,
  "homo_lumo_gap_ev": 9.7,
  "total_charge": -1,
  "symbols": ["C", "O", "O", "O", "O", "F", "S", "H", "H"],
  "positions_angstrom": [[0.149, -0.937, -0.491], [-2.401, -0.997, 0.301], [-1.747, 0.995, -1.085], [-1.274, 0.739, 1.421], [0.382, -1.910, 0.155], [1.199, 0.425, 0.568], [-1.397, 0.017, -0.024], [0.376, -0.660, -1.502], [-0.340, 1.114, 1.495]]
}

***

# 7
{
  "formula": "CH2FO4S",
  "method": "the ωB97M-V functional and the def2-TZVPD basis",
  "total_energy_ha": -838.2761,
  "e_lumo_ev": 3.9,
  "molar_mass_da": 129.1,
  "homo_lumo_gap_ev": 7.8,
  "total_charge": -1,
  "symbols": ["C", "O", "O", "O", "O", "F", "S", "H", "H"],
  "positions_angstrom": [[-0.743, 1.693, -0.259], [1.962, 1.669, -0.553], [0.894, 0.259, 1.261], [1.080, 2.658, 1.460], [-1.211, 2.259, -1.160], [-1.528, 1.541, 0.872], [0.914, 1.615, 0.413], [-0.069, -0.214, -0.983], [0.703, -0.256, 0.448]]
}

***

# 8
{
  "formula": "CH2FO4S",
  "method": "the ωB97M-V functional and the def2-TZVPD basis",
  "multiplicity": 3,
  "total_energy_ha": -838.1715,
  "e_lumo_ev": [4.1, 0.8],
  "molar_mass_da": 129.1,
  "homo_lumo_gap_ev": [5.1, 6.9],
  "total_charge": -1,
  "symbols": ["C", "O", "O", "O", "O", "F", "S", "H", "H"],
  "positions_angstrom": [[-0.485, -0.998, -0.160], [0.005, 1.445, -1.101], [-0.140, 1.117, 1.332], [-2.094, 0.703, -0.256], [-0.397, -1.655, -1.130], [-0.698, -1.615, 1.012], [-0.616, 0.824, 0.003], [2.285, 0.507, 0.260], [2.141, -0.328, 0.039]]
}